[1]
Entry from OMol25: a molecular structure, C20H14I2N3O5SbSe4Ta (ωB97M-V with the def2-TZVPD basis set).

XYZ file:
```
50
C20H14I2N3O5SbSe4Ta ωB97M-V with the def2-TZVPD basis set
Ta 1.06 -2.29 -0.90
O -0.74 -2.75 2.91
C -0.48 -2.67 1.73
O 0.68 -2.63 1.18
C -1.59 -2.47 0.73
C -2.95 -2.43 1.01
C -3.82 -2.11 -0.02
C -3.33 -1.81 -1.28
C -1.96 -1.87 -1.47
N -1.14 -2.22 -0.49
C -1.22 -1.49 -2.73
O -1.79 -1.05 -3.70
O 0.06 -1.67 -2.59
H -3.28 -2.64 2.01
H -4.89 -2.08 0.16
H -3.96 -1.51 -2.11
I 3.71 4.97 1.30
C 2.89 3.14 0.71
C 2.88 2.80 -0.63
C 2.32 1.59 -1.01
I 2.27 1.09 -3.03
C 1.76 0.73 -0.06
O 1.24 -0.44 -0.45
C 1.74 1.10 1.29
C 1.05 0.27 2.33
N -0.39 0.15 2.09
C -1.14 1.39 2.02
C -1.14 1.98 0.62
C -0.63 3.24 0.37
C -0.60 3.71 -0.94
C -1.11 2.90 -1.94
C -1.63 1.67 -1.59
N -1.66 1.21 -0.34
C 2.32 2.31 1.66
H 3.31 3.45 -1.37
H 1.26 0.72 3.31
H 1.46 -0.75 2.34
H -0.78 -0.47 2.79
H -0.77 2.15 2.73
H -2.17 1.17 2.28
H -0.22 3.83 1.18
H -0.18 4.68 -1.16
H -1.09 3.20 -2.98
H -2.05 1.01 -2.35
H 2.31 2.59 2.70
Se 4.62 -6.46 -1.41
Sb 3.11 -4.63 -1.28
Se 3.49 -2.67 0.22
Se 2.52 -2.99 -3.05
Se 0.64 -4.95 -0.81
```

gap between HOMO and LUMO: 0.2213 Ha
HOMO level: -4.885 eV
charge: -1
F_max: 0.52 eV Å⁻¹
LUMO: 1.136 eV
energy relative to the best compared isomer or geometry (same formula, charge and spin): 0.000 eV

natural (NBO) atomic charge list, values in e, 5 entries: Ta 1.6621; O -0.6391; C 0.7831; O -0.7369; C 0.1537



[2]
Entry from OMol25: a molecular structure, C3HN3O2 (ωB97M-V with the def2-TZVPD basis set).

XYZ file:
```
9
C3HN3O2 ωB97M-V with the def2-TZVPD basis set
C 0.47 -0.37 0.53
C -0.50 -0.18 -0.35
C -1.08 -1.94 -1.01
N 1.15 0.71 1.06
N 1.04 1.88 0.89
N 1.12 3.00 0.87
O -1.75 -2.24 -1.87
O -1.26 0.48 -0.98
H 0.82 -1.33 0.86
```

gap between HOMO and LUMO: 0.2744 Ha
HOMO level: -8.280 eV
F_max: 2.46 eV Å⁻¹
LUMO: -0.814 eV
energy relative to the best compared isomer or geometry (same formula, charge and spin): 3.691 eV

natural (NBO) atomic charge list, values in e, 5 entries: C -0.2978; C 0.5005; C 0.5845; N -0.3107; N 0.2550